Entry 1:
C44H89NO12 | ωB97M-V/def2-TZVPD

Positions of all 146 atoms, in Å:
1 C 1.602 -3.253 0.701
2 C 1.295 -1.880 -0.175
3 O 1.829 -0.650 0.429
4 C 0.771 0.334 0.706
5 C 0.680 1.519 -0.436
6 C 1.241 1.089 -1.915
7 C 0.106 0.297 -2.854
8 C -1.246 1.205 -3.015
9 N -2.536 0.538 -2.606
10 C -2.460 -0.151 -1.264
11 O -3.870 -0.472 -0.880
12 C -3.938 -1.738 -0.133
13 C -4.161 -3.057 -1.096
14 C -3.555 1.676 -2.383
15 O -4.742 1.709 -3.050
16 O -3.356 2.776 -1.406
17 C -4.283 2.669 -0.269
18 H 1.618 -4.172 -0.059
19 H 0.653 -3.431 1.397
20 H 2.577 -3.197 1.346
21 H 0.124 -1.864 -0.357
22 H 1.797 -1.968 -1.252
23 H 1.063 0.883 1.725
24 H -0.293 -0.128 0.894
25 H -0.402 1.985 -0.433
26 H 1.398 2.391 -0.050
27 H 1.440 2.110 -2.501
28 H 2.255 0.502 -1.893
29 H 0.617 0.236 -3.931
30 H -0.066 -0.812 -2.524
31 H -1.047 2.253 -2.499
32 H -1.357 1.456 -4.177
33 H -1.973 0.475 -0.404
34 H -1.942 -1.209 -1.436
35 H -4.913 -1.672 0.551
36 H -3.022 -1.886 0.580
37 H -3.438 -3.928 -0.746
38 H -4.072 -2.827 -2.249
39 H -5.264 -3.480 -0.931
40 H -4.146 3.643 0.403
41 H -5.399 2.565 -0.606
42 H -4.039 1.762 0.459
43 C -0.254 -7.635 3.039
44 C 0.111 -6.732 4.188
45 C 0.386 -5.420 3.486
46 O -0.453 -5.388 2.322
47 C -1.008 -6.695 2.124
48 H -0.843 -8.507 3.335
49 H 0.657 -7.990 2.542
50 H -0.748 -6.622 4.861
51 H 0.962 -7.088 4.775
52 H 1.426 -5.360 3.149
53 H 0.172 -4.553 4.118
54 H -2.070 -6.651 2.390
55 H -0.923 -6.976 1.071
56 C 2.857 -1.386 5.547
57 C 2.055 -0.534 4.598
58 C 1.027 -1.516 4.082
59 O 0.789 -2.461 5.135
60 C 1.794 -2.284 6.142
61 H 3.401 -0.812 6.302
62 H 3.582 -1.987 4.985
63 H 1.558 0.271 5.152
64 H 2.652 -0.083 3.801
65 H 1.405 -2.069 3.216
66 H 0.087 -1.031 3.803
67 H 1.319 -1.814 7.010
68 H 2.188 -3.258 6.445
69 C -9.551 -6.048 -0.825
70 C -9.679 -4.842 0.069
71 C -8.233 -4.522 0.379
72 O -7.462 -4.936 -0.758
73 C -8.299 -5.727 -1.612
74 H -10.423 -6.218 -1.462
75 H -9.390 -6.946 -0.216
76 H -10.133 -4.014 -0.488
77 H -10.278 -5.020 0.965
78 H -7.878 -5.088 1.247
79 H -8.070 -3.457 0.567
80 H -8.532 -5.129 -2.500
81 H -7.760 -6.625 -1.928
82 C 2.822 -11.478 1.133
83 C 3.187 -10.574 2.282
84 C 3.462 -9.263 1.580
85 O 2.623 -9.230 0.417
86 C 2.068 -10.538 0.218
87 H 2.233 -12.349 1.429
88 H 3.733 -11.832 0.636
89 H 2.328 -10.465 2.955
90 H 4.038 -10.930 2.869
91 H 4.502 -9.202 1.243
92 H 3.248 -8.396 2.212
93 H 1.006 -10.493 0.484
94 H 2.153 -10.819 -0.835
95 C 4.350 1.266 0.612
96 C 5.020 2.216 -0.346
97 C 6.468 1.783 -0.261
98 O 6.465 0.378 0.030
99 C 5.134 -0.009 0.395
100 H 3.278 1.144 0.433
101 H 4.487 1.619 1.641
102 H 4.640 2.049 -1.361
103 H 4.875 3.270 -0.096
104 H 6.987 2.292 0.558
105 H 7.016 1.966 -1.189
106 H 4.718 -0.595 -0.432
107 H 5.165 -0.640 1.288
108 C -0.635 6.130 -4.467
109 C 0.797 5.893 -4.874
110 C 1.409 5.372 -3.592
111 O 0.369 4.683 -2.885
112 C -0.885 4.984 -3.512
113 H -1.334 6.145 -5.307
114 H -0.716 7.085 -3.935
115 H 0.839 5.119 -5.650
116 H 1.299 6.786 -5.255
117 H 1.759 6.193 -2.956
118 H 2.245 4.691 -3.773
119 H -1.215 4.086 -4.047
120 H -1.630 5.228 -2.749
121 C -1.472 8.930 0.179
122 C -0.766 7.613 0.373
123 C -0.837 7.008 -1.012
124 O -0.832 8.099 -1.943
125 C -1.039 9.318 -1.218
126 H -1.215 9.681 0.930
127 H -2.558 8.776 0.204
128 H 0.280 7.790 0.650
129 H -1.220 6.979 1.140
130 H -1.769 6.451 -1.155
131 H 0.004 6.341 -1.221
132 H -0.088 9.862 -1.201
133 H -1.783 9.932 -1.733
134 C 3.265 9.830 -2.052
135 C 4.697 9.594 -2.459
136 C 5.309 9.073 -1.177
137 O 4.269 8.384 -0.470
138 C 3.015 8.684 -1.097
139 H 2.566 9.846 -2.892
140 H 3.184 10.786 -1.520
141 H 4.739 8.820 -3.235
142 H 5.199 10.487 -2.840
143 H 5.659 9.893 -0.541
144 H 6.145 8.391 -1.358
145 H 2.685 7.787 -1.632
146 H 2.270 8.929 -0.334

As for the orbital gap: 0.3590 Eh. As for the structure (SMILES): CCOCCCCCN(COCC)C(=O)OC.C1CCOC1.C1CCOC1.C1CCOC1.C1CCOC1.C1CCOC1.C1CCOC1.C1CCOC1.C1CCOC1. Its lowest unoccupied orbital energy is 0.6 eV.

Entry 2:
C2H10BrN4 | ωB97M-V/def2-TZVPD

Positions of all 17 atoms, in Å:
1 C 1.333 0.654 -1.050
2 C 0.397 -0.095 1.132
3 N -0.424 0.155 2.165
4 N -1.505 -2.358 -0.708
5 N 0.618 0.763 0.184
6 N -0.178 1.944 0.255
7 Br -2.124 -0.682 -1.421
8 H 1.360 -0.348 -1.289
9 H 0.631 0.989 -1.841
10 H 2.274 1.375 -0.926
11 H 1.094 -0.967 1.017
12 H -0.915 1.036 2.223
13 H -0.365 -0.065 3.120
14 H -2.044 -2.311 0.142
15 H -1.885 -3.076 -1.329
16 H 0.468 2.638 -0.170
17 H -1.038 1.989 -0.270

The net charge is +1. As for the orbital gap: 0.3674 Eh. Its lowest unoccupied orbital energy is -3.4 eV.

Entry 3:
C2H4NO3 | ωB97M-V/def2-TZVPD

Positions of all 10 atoms, in Å:
1 C 1.080 -0.457 -1.188
2 N 0.070 0.423 -1.384
3 O 2.161 -0.389 -1.783
4 H 0.874 -1.070 -0.278
5 H -0.656 0.183 -0.583
6 H 0.373 1.356 -1.672
7 O -1.295 -0.119 0.479
8 C -0.991 -0.023 1.692
9 O 0.154 -0.239 2.278
10 H -1.769 0.335 2.439

The net charge is -1. As for the orbital gap: 0.3387 Eh. Its lowest unoccupied orbital energy is 4.4 eV.

Entry 4:
C3H5Br | ωB97M-V/def2-TZVPD

Positions of all 9 atoms, in Å:
1 C -0.520 0.775 0.483
2 C 0.163 0.320 -0.557
3 C 1.135 -0.890 -0.301
4 Br 2.963 0.140 0.086
5 H -1.245 1.487 0.419
6 H -0.486 0.564 1.530
7 H 0.104 0.573 -1.561
8 H 1.460 -1.667 -1.094
9 H 0.831 -1.398 0.582

As for the orbital gap: 0.3665 Eh. As for the structure (SMILES): C=CCBr. Its lowest unoccupied orbital energy is 0.4 eV.

Entry 5:
C2H8N2O2 | ωB97M-V/def2-TZVPD

Positions of all 14 atoms, in Å:
1 C -1.466 -0.141 -0.075
2 C 2.405 0.371 0.188
3 N -0.747 -0.346 -1.194
4 N 1.011 -0.033 0.248
5 O -2.255 1.020 -0.050
6 O -2.128 -1.243 0.467
7 H -2.593 -1.695 -0.250
8 H -2.640 1.088 0.833
9 H -0.551 0.557 -1.627
10 H 0.988 -1.055 0.289
11 H -0.374 0.071 0.647
12 H 2.949 0.068 1.095
13 H 2.481 1.455 0.081
14 H 2.919 -0.117 -0.653

As for the orbital gap (spin up / spin down): 0.3050 / 0.2814 Eh. Its lowest unoccupied orbital energy (spin up / spin down) is -0.6 / -0.7 eV.

Entry 6:
C3H9N | ωB97M-V/def2-TZVPD

Positions of all 13 atoms, in Å:
1 C -1.732 0.118 0.024
2 C -0.399 -0.426 -0.128
3 C 0.834 0.437 0.006
4 H -2.440 -0.715 -0.475
5 H -2.187 0.940 -0.673
6 H -2.072 0.154 1.003
7 H -0.686 -1.233 -0.939
8 H -0.365 -1.340 0.624
9 H 0.593 0.756 1.188
10 H 0.893 1.373 -0.705
11 H 2.590 -0.190 1.133
12 H 2.838 0.501 -0.954
13 N 2.133 -0.374 -0.105

As for the orbital gap: 0.3757 Eh. Its lowest unoccupied orbital energy is 0.5 eV.

Entry 7:
C14H16N2O4S | ωB97M-V/def2-TZVPD

Positions of all 37 atoms, in Å:
1 C -2.881 -4.640 -0.834
2 C -2.100 -3.837 0.142
3 C -0.776 -3.526 0.208
4 C -0.614 -2.713 1.358
5 C -1.851 -2.592 1.916
6 C -2.337 -1.798 3.083
7 C -3.126 -0.566 2.599
8 C -2.459 0.074 1.390
9 O -3.017 0.208 0.329
10 N -1.172 0.470 1.645
11 C -0.200 0.906 0.750
12 C -0.450 1.071 -0.613
13 C 0.568 1.488 -1.449
14 C 1.823 1.742 -0.932
15 S 3.115 2.319 -2.006
16 N 2.852 3.986 -1.942
17 O 2.865 1.883 -3.349
18 O 4.393 2.060 -1.407
19 C 2.087 1.584 0.413
20 C 1.077 1.163 1.255
21 O -2.756 -3.274 1.180
22 H -3.409 -5.448 -0.329
23 H -2.213 -5.060 -1.580
24 H -3.621 -4.013 -1.330
25 H -0.009 -3.828 -0.475
26 H 0.302 -2.287 1.715
27 H -2.991 -2.412 3.706
28 H -1.475 -1.505 3.685
29 H -4.124 -0.871 2.283
30 H -3.224 0.166 3.403
31 H -0.838 0.332 2.588
32 H -1.434 0.865 -1.000
33 H 0.408 1.607 -2.509
34 H 3.659 4.474 -1.588
35 H 2.566 4.350 -2.836
36 H 3.084 1.778 0.775
37 H 1.273 1.028 2.310

As for the orbital gap: 0.3242 Eh. As for the structure (SMILES): Cc1ccc(CCC(=O)Nc2ccc(S(N)(=O)=O)cc2)o1. Its lowest unoccupied orbital energy is 0.5 eV.

Entry 8:
C5H10NO2P | ωB97M-V/def2-TZVPD

Positions of all 19 atoms, in Å:
1 C -1.349 -1.327 0.709
2 C -0.103 -1.558 -0.205
3 C -0.475 0.819 1.334
4 C -0.651 -1.438 -1.639
5 C -0.806 1.976 0.473
6 N 0.957 -0.667 -0.008
7 O -2.264 -2.083 0.756
8 O -1.341 -0.196 1.437
9 P 2.336 -1.073 0.817
10 H 0.151 -2.607 0.008
11 H 0.172 0.958 2.191
12 H 0.064 -1.876 -2.329
13 H -0.770 -0.387 -1.895
14 H -1.605 -1.953 -1.721
15 H -1.529 2.622 0.986
16 H -1.260 1.655 -0.465
17 H 0.087 2.558 0.265
18 H 2.063 -0.755 2.162
19 H 2.993 0.139 0.578

As for the orbital gap (spin up / spin down): 0.2665 / 0.2979 Eh. Its lowest unoccupied orbital energy (spin up / spin down) is -0.8 / -0.3 eV.

Entry 9:
C24H25N3O4S2 | ωB97M-V/def2-TZVPD

Positions of all 58 atoms, in Å:
1 C 3.096 0.754 -2.578
2 C 1.823 1.303 -3.214
3 N 0.946 0.256 -3.699
4 C 1.387 -0.482 -4.872
5 C 2.081 -1.793 -4.464
6 O 3.285 -1.937 -4.514
7 N 1.212 -2.732 -4.055
8 C 1.635 -3.915 -3.329
9 C 1.176 -3.821 -1.912
10 C 0.230 -4.555 -1.268
11 C -0.023 -4.101 0.048
12 C 0.723 -3.022 0.386
13 S 1.769 -2.545 -0.893
14 C -0.235 -0.077 -3.149
15 O -0.943 -0.966 -3.610
16 C -0.695 0.679 -1.940
17 C -1.872 1.418 -2.001
18 C -2.369 2.041 -0.869
19 C -1.706 1.919 0.344
20 C -0.551 1.166 0.401
21 S 0.384 0.936 1.915
22 O 0.303 -0.448 2.282
23 O 1.683 1.510 1.721
24 N -0.424 1.885 3.021
25 C 0.244 3.007 3.678
26 C -0.384 3.119 5.081
27 C -1.469 2.078 5.058
28 C -2.412 1.756 6.007
29 C -3.307 0.727 5.738
30 C -3.248 0.037 4.540
31 C -2.304 0.355 3.572
32 C -1.420 1.379 3.851
33 C -0.040 0.547 -0.721
34 H 3.735 1.579 -2.277
35 H 2.866 0.160 -1.698
36 H 3.641 0.127 -3.279
37 H 1.275 1.912 -2.492
38 H 2.087 1.939 -4.066
39 H 0.512 -0.711 -5.488
40 H 2.090 0.132 -5.434
41 H 0.234 -2.470 -3.976
42 H 2.727 -3.952 -3.398
43 H 1.210 -4.809 -3.797
44 H -0.271 -5.395 -1.716
45 H -0.738 -4.559 0.708
46 H 0.717 -2.450 1.294
47 H -2.396 1.498 -2.942
48 H -3.279 2.619 -0.928
49 H -2.087 2.394 1.235
50 H 0.072 3.911 3.084
51 H 1.318 2.816 3.701
52 H 0.341 2.904 5.869
53 H -0.787 4.116 5.259
54 H -2.454 2.291 6.944
55 H -4.052 0.463 6.473
56 H -3.948 -0.763 4.349
57 H -2.246 -0.190 2.643
58 H 0.860 -0.039 -0.624

As for the orbital gap: 0.3334 Eh. As for the structure (SMILES): CCN(CC(=O)NCc1cccs1)C(=O)c1cccc(S(=O)(=O)N2CCc3ccccc32)c1. Its lowest unoccupied orbital energy is 0.5 eV.

Entry 10:
C18H24AsIN3O3S2Tl | ωB97M-V/def2-TZVPD

Positions of all 53 atoms, in Å:
1 Tl 0.838 0.480 0.201
2 I 3.072 2.016 2.211
3 C 4.348 1.189 0.754
4 C 5.721 1.319 0.893
5 C 6.514 0.713 -0.067
6 C 5.914 0.023 -1.110
7 C 4.533 -0.015 -1.163
8 N 3.762 0.563 -0.240
9 H 6.146 1.869 1.721
10 H 7.592 0.781 0.001
11 H 6.506 -0.477 -1.864
12 H 4.010 -0.523 -1.965
13 S -1.812 -1.367 -0.656
14 C -3.246 -0.537 -0.437
15 N -3.925 0.127 -1.383
16 C -5.174 0.714 -0.908
17 C -5.126 0.409 0.601
18 N -3.953 -0.460 0.709
19 H -3.566 0.238 -2.312
20 H -6.031 0.246 -1.390
21 H -5.199 1.783 -1.105
22 H -6.022 -0.106 0.940
23 H -4.995 1.317 1.190
24 H -3.527 -0.700 1.584
25 O -0.339 3.134 1.529
26 C -1.391 3.497 0.751
27 C -2.628 3.687 1.361
28 C -3.717 4.092 0.604
29 C -3.579 4.311 -0.764
30 C -2.338 4.134 -1.359
31 C -1.236 3.717 -0.625
32 C 0.115 3.564 -1.318
33 O 0.279 4.119 -2.393
34 O 0.995 2.868 -0.668
35 H 0.426 3.116 0.898
36 H -2.705 3.541 2.434
37 H -4.672 4.262 1.090
38 H -4.426 4.645 -1.353
39 H -2.191 4.334 -2.414
40 C 0.412 -5.135 1.783
41 As 1.679 -4.208 0.660
42 C 0.803 -4.121 -1.055
43 C 3.117 -5.469 0.372
44 S 2.390 -2.425 1.451
45 H 0.301 -6.167 1.449
46 H -0.544 -4.619 1.717
47 H 0.763 -5.107 2.811
48 H 0.547 -5.131 -1.378
49 H 1.473 -3.658 -1.774
50 H -0.099 -3.522 -0.965
51 H 2.733 -6.468 0.168
52 H 3.744 -5.479 1.259
53 H 3.707 -5.119 -0.472

As for the orbital gap: 0.3012 Eh. Its lowest unoccupied orbital energy is 0.3 eV.

Which energy relative to the best compared isomer or geometry (same formula, charge and spin) belongs to each record? In order, 155.27; 5.53; 21.72; 15.96; 136.24; 124.85; 29.79; 79.01; 2.70; 17.81 kcal per mole.